Record 1
Density functional theory data (ωB97M-V with the def2-TZVPD basis set) for a molecular structure, C33H40F45Mg2N8O33S15 in a non-equilibrium geometry.

Geometry as XYZ:
```
176
Properties=species:S:1:pos:R:3
Mg -8.61944 -6.47915 0.16095
Mg -11.51728 -6.26318 7.32973
C -18.27402 4.89722 -5.56758
C -16.85167 4.73503 -5.03010
C -16.06380 3.48941 -5.53537
N -14.57653 3.49598 -4.94423
C -13.75304 4.72924 -5.57895
C -12.23605 4.66851 -5.28021
C -11.62848 3.31323 -5.85549
C -12.39503 2.11964 -5.32805
C -13.91836 2.11793 -5.31684
C -14.53722 3.69572 -3.38436
H -18.31025 5.00679 -6.65145
H -18.71178 5.85227 -5.27715
H -18.80733 3.97760 -5.32678
H -17.06207 4.73043 -3.96061
H -16.33009 5.63452 -5.35715
H -15.92311 3.56975 -6.61327
H -16.56630 2.53016 -5.41112
H -14.01270 4.60312 -6.63003
H -14.20238 5.67470 -5.27514
H -11.72873 5.51267 -5.74724
H -11.94498 4.82856 -4.24206
H -11.56449 3.36567 -6.94234
H -10.56535 3.16781 -5.66387
H -12.10729 1.26680 -5.94285
H -12.01701 1.81844 -4.35108
H -14.23304 1.85173 -6.32591
H -14.40518 1.34887 -4.71712
H -15.22446 2.96071 -2.96535
H -14.76933 4.72039 -3.09407
H -13.56065 3.65640 -2.90180
C -0.25339 1.93746 0.94959
C -1.76420 2.02060 0.77677
C -2.20975 3.55974 0.84436
N -3.64995 3.83325 0.46901
C -4.11693 3.55878 -0.98608
C -3.40552 4.44644 -2.03310
C -3.70464 5.91724 -1.68684
C -3.27111 6.26927 -0.22963
C -3.92883 5.31953 0.81253
C -4.54636 2.98819 1.40725
H 0.32657 2.53366 0.24510
H 0.00485 0.90934 0.69587
H 0.07602 1.99401 1.98708
H -2.33515 1.39847 1.46601
H -1.96575 1.57455 -0.19715
H -1.64625 4.19702 0.16285
H -2.00877 3.93716 1.84698
H -4.13475 2.50919 -1.27958
H -5.17492 3.81594 -1.03740
H -2.32424 4.32113 -2.08987
H -3.80697 4.20284 -3.01677
H -3.29890 6.50728 -2.50863
H -4.76724 6.15757 -1.72167
H -2.19029 6.20595 -0.10345
H -3.66389 7.26214 -0.01046
H -3.65844 5.55681 1.84146
H -5.00851 5.44509 0.73111
H -4.44936 1.92532 1.18593
H -5.58989 3.28887 1.31368
H -4.23417 3.22814 2.42364
C -4.25488 -6.61977 5.88466
F -3.34767 -6.74606 4.89564
F -3.70218 -7.01957 7.03140
F -4.49597 -5.31515 5.95658
S -5.94829 -7.58511 5.48048
O -5.62521 -9.01662 5.68287
O -6.99253 -7.06672 6.40488
O -6.40427 -7.28494 4.08520
C -2.06114 -5.96033 -2.05836
F -2.37261 -7.06533 -1.34516
F -1.13337 -5.23169 -1.39838
F -1.48952 -6.40408 -3.25594
S -3.71384 -4.90403 -2.45766
O -4.64069 -5.12392 -1.33621
O -3.30166 -3.45707 -2.55922
O -4.21836 -5.50963 -3.68515
C -11.94887 -0.70710 2.77953
F -11.28811 0.29150 2.10541
F -12.46436 -0.24232 3.88492
F -12.88236 -1.19132 1.94283
S -10.72972 -2.12194 3.17774
O -9.48933 -1.49089 3.68004
O -11.39467 -3.00247 4.14205
O -10.49632 -2.82818 1.94279
C -15.23360 -8.75743 3.58455
F -15.00904 -7.49765 3.28319
F -15.99504 -8.82581 4.67492
F -15.94757 -9.44739 2.60607
S -13.55746 -9.67787 3.85227
O -13.70609 -11.05202 3.35667
O -12.53335 -8.85076 3.19056
N -13.33996 -9.38490 5.55715
S -13.89298 -10.68631 6.29069
O -14.38246 -10.23179 7.62052
O -14.94147 -11.45309 5.63409
C -12.30229 -11.73826 6.38935
F -11.46980 -11.07907 7.19094
F -12.47209 -12.92888 6.92783
F -11.70971 -11.84316 5.18761
C -15.84102 -5.68031 11.57206
F -15.40739 -6.63318 12.44670
F -16.47466 -6.37675 10.61121
F -16.74732 -4.96275 12.16070
S -14.41637 -4.50775 10.98932
O -14.59072 -4.21823 9.57450
O -14.51822 -3.29315 11.83538
N -12.91092 -5.40098 10.94928
S -12.53717 -5.14076 12.50273
O -11.79479 -3.90059 12.59406
O -13.50257 -5.37594 13.55427
C -11.33058 -6.55863 12.80113
F -10.89613 -6.51062 14.06186
F -12.02728 -7.70769 12.62263
F -10.34636 -6.51886 11.93900
C -12.37118 -7.69523 -3.72196
F -12.49443 -8.81109 -2.92836
F -12.95364 -7.87944 -4.91622
F -12.85392 -6.60317 -3.18132
S -10.46363 -7.39924 -4.14868
O -10.37843 -7.67143 -5.57860
O -10.17395 -6.00118 -3.68406
N -9.71401 -8.43140 -2.86671
S -9.45654 -9.77543 -3.64520
O -10.63269 -10.58313 -3.86438
O -8.49772 -9.68764 -4.76700
C -8.42587 -10.65907 -2.28503
F -7.63102 -9.73146 -1.80519
F -9.26840 -11.07291 -1.34377
F -7.66519 -11.74332 -2.67475
C -13.52417 8.34842 2.07374
F -13.04088 8.18649 3.35137
F -13.90314 7.13285 1.59161
F -14.64639 9.14096 2.03870
S -12.12352 8.97961 0.94847
O -11.19278 9.77408 1.73778
O -11.56771 7.70569 0.58720
N -12.98005 9.69895 -0.37586
S -11.78141 10.31549 -1.08194
O -11.31007 11.56907 -0.52145
O -10.65841 9.44423 -1.40480
C -12.59259 10.72306 -2.85185
F -11.79647 10.34855 -3.82468
F -13.85822 10.37127 -2.92880
F -12.52616 12.06383 -2.89288
C -14.48108 7.20242 11.85331
F -14.39011 8.33457 12.58282
F -15.77886 6.98067 11.47566
F -13.68056 7.29481 10.79541
S -13.84104 5.73109 13.01254
O -12.88293 6.24533 13.98093
O -15.03475 5.13232 13.51545
N -13.41508 4.31086 12.00084
S -11.89719 4.64053 11.79280
O -11.43283 5.94428 11.53486
O -11.14813 3.88756 12.80172
C -11.40280 3.73958 10.11924
F -10.15070 4.01161 10.05576
F -11.63704 2.43302 10.23650
F -12.03963 4.27023 9.09046
C -21.67442 3.11800 12.55854
F -21.00652 4.04906 11.82347
F -21.63569 3.43882 13.86509
F -22.97058 3.06342 12.26190
S -20.82701 1.33091 12.22052
O -20.38914 0.87054 13.55635
O -21.89254 0.46609 11.64405
N -19.43482 1.74259 11.20628
S -20.12056 1.64161 9.75305
O -20.23718 0.24949 9.30689
O -21.29793 2.45234 9.40659
C -18.72893 2.37631 8.58904
F -18.96620 1.97536 7.34427
F -18.84725 3.70654 8.66929
F -17.51278 2.03084 9.06377
```

Summary:
E_LUMO: -3.04 eV
maximum force: 5.85 eV/A
charge: -3
DFT total energy: -410034.7567 eV

Löwdin population analysis, charges in e, atoms 1 to 99: number 1, Mg, carries 1.46; number 2, Mg, carries 1.43; number 3, C, carries -0.10; number 4, C, carries -0.24; number 5, C, carries -0.08; number 6, N, carries -0.19; number 7, C, carries -0.07; number 8, C, carries -0.13; number 9, C, carries -0.17; number 10, C, carries -0.18; number 11, C, carries -0.09; number 12, C, carries 0.03; number 13, H, carries 0.07; number 14, H, carries 0.09; number 15, H, carries 0.08; number 16, H, carries 0.11; number 17, H, carries 0.10; number 18, H, carries 0.12; number 19, H, carries 0.13; number 20, H, carries 0.12; number 21, H, carries 0.12; number 22, H, carries 0.12; number 23, H, carries 0.11; number 24, H, carries 0.11; number 25, H, carries 0.11; number 26, H, carries 0.12; number 27, H, carries 0.12; number 28, H, carries 0.12; number 29, H, carries 0.14; number 30, H, carries 0.11; number 31, H, carries 0.10; number 32, H, carries 0.10; number 33, C, carries -0.10; number 34, C, carries -0.20; number 35, C, carries -0.11; number 36, N, carries -0.24; number 37, C, carries -0.08; number 38, C, carries -0.16; number 39, C, carries -0.18; number 40, C, carries -0.14; number 41, C, carries -0.09; number 42, C, carries 0.03; number 43, H, carries 0.08; number 44, H, carries 0.08; number 45, H, carries 0.08; number 46, H, carries 0.11; number 47, H, carries 0.11; number 48, H, carries 0.11; number 49, H, carries 0.14; number 50, H, carries 0.13; number 51, H, carries 0.13; number 52, H, carries 0.11; number 53, H, carries 0.12; number 54, H, carries 0.11; number 55, H, carries 0.12; number 56, H, carries 0.10; number 57, H, carries 0.12; number 58, H, carries 0.14; number 59, H, carries 0.13; number 60, H, carries 0.11; number 61, H, carries 0.11; number 62, H, carries 0.11; number 63, C, carries -0.63; number 64, F, carries 0.11; number 65, F, carries 0.13; number 66, F, carries 0.12; number 67, S, carries 0.54; number 68, O, carries -0.35; number 69, O, carries -0.39; number 70, O, carries -0.39; number 71, C, carries -0.54; number 72, F, carries 0.10; number 73, F, carries 0.09; number 74, F, carries 0.05; number 75, S, carries 0.52; number 76, O, carries -0.38; number 77, O, carries -0.39; number 78, O, carries -0.35; number 79, C, carries -0.64; number 80, F, carries 0.08; number 81, F, carries 0.17; number 82, F, carries 0.11; number 83, S, carries 0.47; number 84, O, carries -0.34; number 85, O, carries -0.36; number 86, O, carries -0.36; number 87, C, carries -0.61; number 88, F, carries 0.15; number 89, F, carries 0.13; number 90, F, carries 0.08; number 91, S, carries 0.68; number 92, O, carries -0.31; number 93, O, carries -0.37; number 94, N, carries -0.33; number 95, S, carries 0.56; number 96, O, carries -0.34; number 97, O, carries -0.31; number 98, C, carries -0.67; number 99, F, carries 0.11

---

Record 2
Density functional theory data (ωB97M-V with the def2-TZVPD basis set) for a molecular structure, C28H47NO2P2Ti in a non-equilibrium geometry.

Geometry as XYZ:
```
81
Properties=species:S:1:pos:R:3
Ti 0.00000 0.00000 0.00000
C 2.20828 0.25008 0.21632
C 1.50683 0.84397 1.34017
C 1.02766 -1.44444 1.30499
C 1.89913 -1.13883 0.17972
C 0.81709 -0.22477 2.02714
C 3.18709 0.95346 -0.67489
H 3.05644 2.03781 -0.63583
H 3.08722 0.63367 -1.71565
H 4.21597 0.73745 -0.35660
C 2.40382 -2.14626 -0.80503
H 2.73959 -1.66435 -1.72701
H 1.61358 -2.85671 -1.06560
H 3.25093 -2.70521 -0.38526
C 0.52982 -2.81159 1.65885
H 1.29935 -3.39317 2.18516
H 0.24377 -3.35925 0.75536
H -0.34874 -2.75409 2.30790
C 0.12491 -0.10003 3.35059
H 0.80501 -0.39674 4.16027
H -0.75772 -0.74294 3.40938
H -0.18477 0.92998 3.54422
C 1.68190 2.24369 1.84819
H 2.43759 2.28686 2.64591
H 0.74533 2.63677 2.25430
H 2.00613 2.91704 1.04997
C -2.89757 5.27622 -4.61427
C -1.93502 6.05148 -4.10087
C -2.03143 7.23844 -3.17869
C -3.35068 7.42398 -2.39700
C -3.67914 6.25176 -1.50390
C -4.29993 5.10779 -1.81568
C -4.86717 4.63664 -3.12892
C -4.39084 5.36004 -4.40799
H -1.82795 8.15581 -3.75337
H -4.16735 7.64200 -3.08736
H -1.20790 7.16201 -2.45471
H -4.73659 6.39526 -4.40321
H -2.56936 4.45068 -5.24641
H -0.91118 5.80067 -4.38163
H -4.88601 4.88033 -5.26064
H -4.62964 3.56799 -3.22708
H -4.42397 4.38862 -1.00507
H -5.96663 4.68613 -3.08242
H -3.23869 8.31669 -1.77024
H -3.33341 6.35070 -0.47454
P -0.42345 1.51345 -1.63921
P -2.16501 0.38701 0.53099
C -2.23663 1.98031 -1.70796
C -3.07439 0.91379 -0.99508
H -2.55536 2.12647 -2.74582
H -2.33475 2.94509 -1.19556
H -4.08305 1.27188 -0.75798
H -3.15109 0.01279 -1.61182
C -3.17754 -1.01360 1.15040
H -2.85240 -1.34350 2.14337
H -3.10173 -1.85285 0.45225
H -4.21656 -0.67617 1.18449
C -2.60643 1.72279 1.72516
H -3.65741 2.01581 1.62292
H -1.96802 2.59317 1.54955
H -2.43493 1.37553 2.74714
C -0.05892 1.00850 -3.37107
H 0.98692 0.70539 -3.49454
H -0.29678 1.85014 -4.02604
H -0.71284 0.17289 -3.63886
C 0.34643 3.18884 -1.60318
H 0.26682 3.60505 -0.59519
H -0.15084 3.86020 -2.31236
H 1.40412 3.12063 -1.87033
O -2.24322 -0.97707 -3.08154
C -2.00776 -1.85349 -2.29642
C -2.80209 -3.06726 -2.52634
C -1.75415 -4.03419 -2.42042
C -0.87093 -3.31600 -1.46142
O -0.02005 -4.07585 -1.07130
N -1.01930 -1.88841 -1.29592
H -3.47485 -3.17051 -1.64285
H -3.41399 -3.12659 -3.45342
H -2.16528 -5.00387 -2.05795
H -1.19306 -4.17417 -3.37280
```

Summary:
E_LUMO (alpha / beta): -4.11 / -3.87 eV
2S+1: 2
maximum force: 5.07 eV/A
expectation value of S²: 0.75
energy relative to the best compared isomer or geometry (same formula, charge and spin): 0.0 kJ/mol
charge: +1
DFT total energy: -77069.9058 eV

Löwdin charges, unit e, in atom order: number 1, Ti, carries 0.63; number 2, C, carries -0.28; number 3, C, carries -0.30; number 4, C, carries -0.26; number 5, C, carries -0.26; number 6, C, carries -0.30; number 7, C, carries -0.02; number 8, H, carries 0.07; number 9, H, carries 0.08; number 10, H, carries 0.11; number 11, C, carries 0.01; number 12, H, carries 0.09; number 13, H, carries 0.06; number 14, H, carries 0.11; number 15, C, carries 0.01; number 16, H, carries 0.11; number 17, H, carries 0.05; number 18, H, carries 0.08; number 19, C, carries -0.02; number 20, H, carries 0.11; number 21, H, carries 0.07; number 22, H, carries 0.07; number 23, C, carries -0.01; number 24, H, carries 0.11; number 25, H, carries 0.08; number 26, H, carries 0.07; number 27, C, carries -0.11; number 28, C, carries -0.12; number 29, C, carries -0.19; number 30, C, carries -0.19; number 31, C, carries -0.10; number 32, C, carries -0.13; number 33, C, carries -0.19; number 34, C, carries -0.19; number 35, H, carries 0.12; number 36, H, carries 0.10; number 37, H, carries 0.11; number 38, H, carries 0.10; number 39, H, carries 0.10; number 40, H, carries 0.09; number 41, H, carries 0.11; number 42, H, carries 0.10; number 43, H, carries 0.09; number 44, H, carries 0.12; number 45, H, carries 0.11; number 46, H, carries 0.10; number 47, P, carries 0.84; number 48, P, carries 0.81; number 49, C, carries -0.35; number 50, C, carries -0.36; number 51, H, carries 0.10; number 52, H, carries 0.07; number 53, H, carries 0.10; number 54, H, carries 0.06; number 55, C, carries -0.20; number 56, H, carries 0.05; number 57, H, carries 0.03; number 58, H, carries 0.06; number 59, C, carries -0.21; number 60, H, carries 0.06; number 61, H, carries 0.04; number 62, H, carries 0.04; number 63, C, carries -0.20; number 64, H, carries 0.05; number 65, H, carries 0.06; number 66, H, carries 0.02; number 67, C, carries -0.21; number 68, H, carries 0.04; number 69, H, carries 0.05; number 70, H, carries 0.05; number 71, O, carries 0.03; number 72, C, carries -0.58; number 73, C, carries -0.14; number 74, C, carries -0.12; number 75, C, carries -0.48; number 76, O, carries 0.04; number 77, N, carries 0.15; number 78, H, carries 0.14; number 79, H, carries 0.15; number 80, H, carries 0.15; number 81, H, carries 0.16